(1)
Below is a 11-piece molecular cluster, C33H66O11 overall at a distorted geometry, with properties calculated with ωB97M-V with the def2-TZVPD basis set.

Cartesian coordinates (Å):
C1 -23.70697 -27.73970 -12.09483
C2 -24.87013 -28.02910 -11.15887
O1 -25.77651 -28.83795 -11.29565
C3 -24.69817 -27.36700 -9.79935
H1 -22.71003 -27.96602 -11.71670
H2 -23.67207 -26.69192 -12.39324
H3 -23.74842 -28.30945 -13.02315
H4 -23.78734 -27.74482 -9.33487
H5 -25.46028 -27.80020 -9.15155
H6 -24.70792 -26.27824 -9.85027
C4 -25.37210 -22.74586 -17.16795
C5 -26.59024 -21.94899 -17.56944
O2 -26.54155 -20.72959 -17.48897
C6 -27.84343 -22.69833 -18.00312
H7 -25.19272 -23.68842 -17.68515
H8 -25.62517 -23.14947 -16.18756
H9 -24.49286 -22.10179 -17.15328
H10 -27.66863 -23.71306 -18.36069
H11 -28.28614 -22.14247 -18.82964
H12 -28.52304 -22.87128 -17.16867
C7 -23.49426 -22.84993 -13.05159
C8 -24.90495 -23.44474 -12.85113
O3 -25.13353 -24.58815 -12.40273
C9 -26.08979 -22.46184 -12.95709
H13 -23.35219 -21.78213 -12.88510
H14 -23.30862 -23.03467 -14.10966
H15 -22.70655 -23.27326 -12.42836
H16 -25.86280 -21.89094 -13.85745
H17 -26.12585 -21.80092 -12.09107
H18 -27.05168 -22.95444 -12.81489
C10 -20.79123 -27.53430 -15.53800
C11 -22.20447 -27.23799 -15.39254
O4 -23.07327 -28.10973 -15.31898
C12 -22.46967 -25.73944 -15.30512
H19 -20.67483 -28.60548 -15.37334
H20 -20.19922 -27.01720 -14.78285
H21 -20.27142 -27.42104 -16.48935
H22 -21.83433 -25.39592 -16.12147
H23 -22.18242 -25.36081 -14.32419
H24 -23.49767 -25.41051 -15.45719
C13 -21.35392 -24.21896 -6.90139
C14 -21.04119 -24.38925 -8.42435
O5 -19.87428 -24.21004 -8.84160
C15 -22.18679 -24.87566 -9.34668
H25 -21.35076 -25.10856 -6.27154
H26 -22.23839 -23.60188 -6.74320
H27 -20.44761 -23.72264 -6.55444
H28 -22.13254 -24.32996 -10.28869
H29 -23.18507 -24.66564 -8.96270
H30 -22.18042 -25.95078 -9.52601
C16 -17.52759 -22.99443 -10.98463
C17 -18.32597 -22.28341 -11.97577
O6 -17.75407 -21.69231 -12.93339
C18 -19.80655 -22.19148 -11.84943
H31 -17.25860 -22.22462 -10.26135
H32 -16.67563 -23.40757 -11.52462
H33 -18.06880 -23.86083 -10.60444
H34 -20.19836 -23.11129 -11.41522
H35 -20.31749 -22.11588 -12.80928
H36 -20.03431 -21.43031 -11.10321
C19 -27.57558 -18.05049 -15.50767
C20 -26.61755 -17.98770 -14.40212
O7 -26.84634 -17.55424 -13.27618
C21 -25.26641 -18.63015 -14.67663
H37 -27.15131 -17.47488 -16.33033
H38 -28.60053 -17.81833 -15.21843
H39 -27.56729 -19.10378 -15.78806
H40 -24.53982 -17.93072 -14.26314
H41 -25.15049 -18.67574 -15.75949
H42 -25.19452 -19.59585 -14.17627
C22 -27.98125 -25.82702 -10.92009
C23 -29.33805 -25.86844 -11.47137
O8 -30.06668 -24.88113 -11.45151
C24 -29.79298 -27.14573 -12.22321
H43 -27.68159 -26.79789 -10.52547
H44 -27.81357 -25.04041 -10.18442
H45 -27.40364 -25.65027 -11.82741
H46 -30.81469 -27.31102 -11.88131
H47 -29.15348 -28.01052 -12.04634
H48 -29.63483 -26.85889 -13.26283
C25 -27.62697 -22.67355 -9.31104
C26 -28.14691 -21.31216 -9.77050
O9 -28.25563 -21.10960 -10.98789
C27 -28.45391 -20.19748 -8.80148
H49 -26.67265 -22.56848 -8.79496
H50 -27.26240 -23.14006 -10.22622
H51 -28.44153 -23.18999 -8.80322
H52 -28.58982 -19.32101 -9.43507
H53 -27.61982 -20.08060 -8.10957
H54 -29.39247 -20.53106 -8.35884
C28 -19.44899 -23.68024 -16.06290
C29 -20.68886 -22.89818 -16.58279
O10 -21.67319 -22.67128 -15.85834
C30 -20.68871 -22.59307 -18.07553
H55 -18.63798 -23.07861 -16.47327
H56 -19.29941 -24.68154 -16.46676
H57 -19.49666 -23.58274 -14.97831
H58 -20.27856 -21.60968 -18.30534
H59 -21.74993 -22.50089 -18.30663
H60 -20.26252 -23.43919 -18.61455
C31 -30.59942 -21.76411 -13.10234
C32 -30.33619 -22.17542 -14.53038
O11 -30.58172 -21.42226 -15.43350
C33 -29.82176 -23.58558 -14.80002
H61 -30.36033 -20.73068 -12.85138
H62 -29.92390 -22.39169 -12.52103
H63 -31.61339 -22.03129 -12.80474
H64 -28.73284 -23.54056 -14.78164
H65 -30.28351 -24.06988 -15.66045
H66 -30.11345 -24.24026 -13.97880

Atomic forces in eV per Å
C -0.32 -0.43 -1.38
C 0.60 -0.77 1.19
O 0.94 1.06 -0.80
C -0.55 -0.70 0.18
H -0.22 -0.07 0.77
H -0.28 0.19 0.24
H -0.42 -0.06 0.03
H 0.42 0.33 -0.28
H -0.38 0.55 -0.01
H 0.02 -0.09 0.10
C -0.31 -0.36 0.10
C 0.66 0.58 0.02
O -0.60 -1.19 -0.17
C 0.26 -0.16 -0.36
H -0.06 0.29 -0.66
H 0.24 0.30 0.60
H -0.07 -0.21 0.24
H 0.50 0.06 -0.09
H -0.38 0.07 0.34
H -0.18 0.58 0.03
C -0.60 -0.51 -0.28
C -0.83 -0.86 3.22
O 1.02 2.20 -1.51
C 1.18 -0.62 0.01
H -0.84 0.17 -0.16
H 0.60 0.06 -0.11
H -0.31 -0.73 -0.19
H -0.89 0.31 -0.10
H 0.68 0.32 -0.06
H 0.00 -0.27 -0.89
C 2.03 -1.96 0.32
C -2.98 -0.13 0.21
O 1.34 1.40 -0.21
C -0.31 -0.68 -0.40
H 0.05 -0.09 0.29
H 0.00 0.18 0.00
H -0.55 0.68 -0.29
H -0.02 0.84 0.36
H 0.50 0.09 -0.16
H -0.06 -0.41 -0.16
C 1.37 0.61 -1.06
C 1.79 -0.89 0.05
O -3.48 -0.36 0.87
C 0.24 0.88 0.18
H -0.53 -0.43 -0.59
H 0.01 -0.17 0.08
H -0.23 0.48 0.21
H 0.24 -0.26 -0.19
H 0.14 0.12 0.43
H 0.48 0.05 0.00
C 0.23 -1.04 -0.19
C 1.18 2.30 -3.96
O -1.54 -1.53 2.28
C -0.56 -1.04 0.39
H 0.25 -0.51 0.45
H 0.37 0.44 0.31
H -0.06 0.42 0.68
H 0.12 -0.19 0.28
H 0.23 0.78 0.04
H -0.24 0.34 -0.32
C -0.61 -0.49 -0.15
C 0.65 -0.13 2.77
O -0.15 -0.28 -1.37
C -0.32 1.15 -0.37
H -0.46 0.00 -0.23
H 0.22 0.57 -0.11
H 0.05 -0.07 -0.53
H 0.24 -0.30 0.05
H 0.37 -0.51 0.09
H 0.02 0.03 -0.17
C 0.46 -0.47 0.33
C -1.22 0.01 -0.14
O 0.22 -0.45 -0.31
C 0.82 1.14 0.95
H 0.11 0.01 -0.07
H -0.16 -0.17 -0.34
H 0.69 0.08 0.08
H -0.05 -0.16 -0.70
H -0.08 0.09 0.21
H -0.70 -0.28 -0.27
C 0.36 1.12 -1.05
C 0.83 0.26 -1.78
O -0.25 -0.37 1.41
C 0.13 -0.83 -1.12
H -0.45 0.13 0.99
H -0.74 -0.40 -0.03
H 0.49 -0.33 0.19
H -0.13 0.12 0.42
H -0.39 0.02 0.29
H 0.04 0.46 0.64
C -0.93 1.97 -0.25
C -1.11 -1.31 0.91
O 2.11 -0.08 -1.42
C -1.25 0.13 0.92
H 0.48 -0.09 0.34
H -0.47 -0.03 0.14
H 0.39 -0.50 -0.07
H 0.53 -0.27 -0.04
H -0.03 -0.10 -0.34
H 0.28 0.39 -0.15
C 0.86 -0.01 0.99
C -0.51 -0.37 -0.02
O 0.19 -0.03 0.02
C -0.56 -0.72 0.36
H -0.21 0.09 -0.50
H 0.04 -0.12 0.18
H -0.18 -0.04 -0.37
H 0.08 0.11 -0.36
H 0.46 0.62 -0.48
H -0.06 0.42 0.57

## Properties
Net charge ... +1
HOMO-LUMO gap (alpha / beta) ... 6.25 / 2.37 eV
Energy relative to the best compared isomer or geometry (same formula, charge and spin) ... 0.000 eV
LUMO energy (alpha / beta) ... -0.172 / -0.315 hartree
Highest occupied orbital energy (alpha / beta) ... -10.93 / -10.93 eV
Spin multiplicity ... 2
Expectation value of S² ... 0.76

=====

(2)
Below is a 6-piece molecular cluster, C33H67BF4IN2O8S5 overall at a distorted geometry, with properties calculated with ωB97M-V with the def2-TZVPD basis set.

Cartesian coordinates (Å):
C1 1.92830 3.14847 2.24349
C2 3.39984 2.49004 2.25304
C3 3.29097 1.04891 3.01712
C4 3.82921 -0.05403 1.98828
C5 3.39346 -1.55326 2.35552
C6 1.82842 -1.69267 2.76459
C7 0.93816 -0.89471 1.64627
C8 -0.43871 -1.75222 1.42695
C9 -1.70642 -0.73542 1.33721
C10 -1.62703 0.29745 0.12032
C11 -0.91403 -0.29758 -1.21100
C12 0.53262 0.20834 -1.55586
C13 1.21570 -0.34219 -2.82766
C14 0.38299 -1.38424 -3.65637
C15 -1.05259 -1.71421 -3.13971
N1 -1.69540 -1.20222 -1.97706
O1 -2.82650 0.93573 -0.31791
C16 -3.98651 0.84757 0.52657
C17 -5.21242 1.15728 -0.51207
I1 -5.37143 3.25042 -1.11746
C18 -6.59015 0.41337 -0.24057
C19 -7.32432 0.63188 1.15359
C20 -3.93316 1.76954 1.81824
F1 -5.13974 2.50016 2.10810
F2 -3.74976 0.98262 3.03234
C21 -2.77862 2.88161 1.89528
F3 -2.55514 3.61503 0.70867
F4 -1.56033 2.40398 2.51224
C22 -4.21924 -0.71351 0.90601
N2 -3.03480 -1.41518 1.51566
B1 -3.10130 -2.86846 1.08354
O2 -2.92996 -3.36228 -0.23853
O3 -3.42856 -3.86635 2.09878
C23 -2.26511 -4.67311 2.43939
H1 1.37874 2.94270 3.24117
H2 2.05629 4.27366 2.08784
H3 1.33136 2.64156 1.40727
H4 4.17893 3.08866 2.83156
H5 3.73337 2.27521 1.16804
H6 3.90246 1.01012 3.98170
H7 2.19506 0.94374 3.31252
H8 3.56928 0.13684 0.89237
H9 4.98246 -0.03222 2.04638
H10 3.97739 -1.91367 3.28177
H11 3.68997 -2.28250 1.50928
H12 1.59034 -1.23523 3.78344
H13 1.59076 -2.81183 2.68424
H14 1.57068 -0.97293 0.68312
H15 0.73370 0.18696 1.95326
H16 -0.27082 -2.34221 0.46720
H17 -0.49646 -2.41732 2.37191
H18 -1.56681 -0.08435 2.28678
H19 -0.89573 1.12926 0.46266
H20 1.02362 0.95600 -0.82792
H21 2.25579 0.01221 -3.11156
H22 0.88138 -1.83164 -4.58405
H23 -1.64849 -2.47771 -3.76222
H24 -4.84307 0.65733 -1.49247
H25 -7.32172 0.81095 -1.04728
H26 -6.57522 -0.72693 -0.44200
H27 -8.13812 -0.18500 1.25020
H28 -7.90948 1.62602 1.14450
H29 -6.67471 0.52707 2.08815
H30 -3.15708 3.66346 2.65850
H31 -5.09219 -0.86191 1.64732
H32 -4.42462 -1.24155 -0.10140
H33 -3.21458 -1.43098 2.54532
H34 -3.24619 -4.30100 -0.23157
H35 -2.54954 -5.73430 2.79594
H36 -1.62388 -4.81416 1.50628
H37 -1.68321 -4.20835 3.32238
C24 -2.59272 0.60203 -6.20967
S1 -1.42153 -0.51246 -7.01420
O4 -0.05519 -0.16142 -6.51822
C25 -1.59501 0.19370 -8.66684
H38 -2.61883 0.36526 -5.14516
H39 -2.27376 1.63744 -6.34339
H40 -3.58638 0.45645 -6.63713
H41 -1.33851 1.25449 -8.64772
H42 -2.62126 0.06136 -9.01416
H43 -0.91569 -0.33112 -9.33943
C26 2.83211 5.39275 -1.36546
S2 1.44349 4.28578 -1.04175
O5 2.00862 2.99285 -0.54911
C27 0.98782 4.04555 -2.77236
H44 3.30012 5.64690 -0.41385
H45 3.56210 4.89665 -2.00777
H46 2.46768 6.30336 -1.84383
H47 1.83328 3.63414 -3.32686
H48 0.68326 5.00016 -3.20516
H49 0.15160 3.34616 -2.81544
C28 -0.19922 2.81628 7.63592
S3 0.07502 1.65437 6.28145
O6 1.01971 2.29994 5.32050
C29 -1.58263 1.79177 5.57864
H50 0.73056 2.91894 8.19598
H51 -0.49245 3.78955 7.23812
H52 -0.97787 2.42946 8.29566
H53 -1.78742 2.82962 5.30946
H54 -2.31852 1.43972 6.30415
H55 -1.63152 1.16988 4.68449
C30 1.04603 -5.79075 -2.40844
S4 0.83567 -5.03479 -4.03461
O7 -0.55639 -4.51015 -4.11150
C31 0.89526 -6.57968 -4.96671
H56 1.00517 -5.00392 -1.65434
H57 0.24575 -6.51053 -2.22592
H58 2.01656 -6.28743 -2.36050
H59 0.10548 -7.25149 -4.62568
H60 1.87159 -7.04886 -4.83294
H61 0.74587 -6.35158 -6.02261
C32 7.45396 0.55467 -1.37085
S5 8.03217 -0.72603 -0.23631
O8 6.92264 -1.00714 0.72430
C33 9.23761 0.31165 0.61817
H62 6.65797 0.13587 -1.98729
H63 7.06645 1.40508 -0.80650
H64 8.27817 0.87270 -2.01169
H65 8.73894 1.17738 1.05795
H66 10.00380 0.63751 -0.08760
H67 9.70239 -0.27880 1.40851

Atomic forces in eV per Å
C 0.54 -0.38 0.62
C -0.58 -1.08 0.76
C 0.10 0.40 -1.25
C 0.64 -0.97 0.82
C 0.05 -0.04 1.11
C 0.45 0.74 -1.66
C 0.30 -1.68 0.13
C 0.49 1.19 0.06
C 2.48 1.20 0.93
C 2.82 -0.15 -1.19
C 1.63 -0.04 -1.53
C -2.01 -2.34 -1.62
C -4.22 -1.33 1.34
C -0.56 2.35 3.61
C 1.94 0.81 -0.08
N 4.32 1.36 -1.08
O -0.99 -0.29 1.67
C -1.14 -1.32 -0.89
C 0.57 -1.85 -0.78
I -0.10 -0.85 0.40
C -1.46 0.35 -0.12
C -1.11 -0.25 -0.07
C -0.19 0.82 1.59
F 2.52 -1.76 -1.05
F -0.27 1.01 -2.34
C 0.26 2.31 1.68
F 0.00 -2.26 2.15
F -2.30 0.48 -2.21
C -1.49 0.69 -0.91
N -0.48 -0.12 0.67
B -0.11 -4.56 -0.86
O -0.82 0.98 2.79
O 1.29 2.07 -1.15
C 0.84 -1.30 0.62
H 1.14 0.59 -1.54
H -0.62 -1.46 -0.02
H 0.86 1.06 1.29
H -1.13 -0.39 -1.05
H -0.39 0.69 1.82
H -0.80 0.10 -1.35
H 1.51 -0.19 -0.37
H 0.08 0.08 1.54
H -1.78 -0.01 -0.32
H -0.68 0.59 -1.39
H -0.72 1.18 1.21
H 0.49 -0.95 -1.23
H 0.09 1.58 0.46
H -1.33 0.57 1.45
H 0.39 -1.48 -0.53
H -0.69 0.52 1.31
H -0.42 0.94 -1.65
H -0.52 -1.01 -1.53
H -1.14 -1.41 -0.29
H -0.71 -1.22 -1.51
H -1.58 -0.63 0.33
H -1.31 0.65 1.50
H 1.04 1.40 1.23
H -0.29 0.99 1.74
H 1.28 -0.64 1.25
H 0.59 1.85 0.23
H 1.29 1.26 -0.20
H 1.26 -1.44 0.29
H -0.82 0.41 -1.38
H 0.49 -1.35 -1.27
H 1.34 0.33 -1.45
H 0.29 0.97 1.64
H 0.31 -0.03 -0.93
H 0.46 1.01 -0.08
H -0.05 1.85 -0.67
H -0.51 0.28 1.39
H -0.80 -0.56 -1.60
C -0.01 0.12 0.05
S 0.19 0.08 0.06
O -0.39 0.02 -0.19
C 0.03 0.09 -0.06
H 0.09 -0.08 -0.08
H 0.06 -0.07 -0.03
H 0.06 -0.05 -0.01
H 0.02 -0.06 0.08
H 0.04 -0.04 0.06
H -0.03 -0.02 0.14
C 0.12 -0.04 0.01
S 0.05 0.00 -0.12
O 0.05 0.15 -0.86
C 0.00 -0.05 -0.07
H -0.11 -0.08 -0.01
H -0.09 -0.06 0.03
H -0.06 -0.06 0.04
H 0.00 0.01 0.10
H 0.01 -0.02 0.08
H 0.06 0.03 0.11
C -0.03 0.09 0.01
S 0.15 0.16 -0.07
O -0.42 -0.18 0.35
C -0.11 0.04 0.02
H -0.03 -0.09 -0.12
H 0.04 -0.08 -0.07
H 0.05 -0.04 -0.05
H 0.09 -0.03 0.01
H 0.08 -0.01 0.02
H 0.12 0.05 0.10
C -0.09 -0.06 0.09
S 0.15 -0.06 -0.02
O 0.05 -0.31 0.03
C -0.09 -0.08 -0.02
H 0.02 0.04 -0.14
H 0.00 0.04 -0.09
H -0.03 0.06 -0.05
H 0.00 0.09 0.03
H -0.02 0.09 0.02
H 0.01 0.09 0.12
C -0.06 0.12 0.01
S -0.13 0.00 0.15
O 0.27 0.18 -0.25
C 0.01 0.09 0.07
H 0.08 -0.07 0.10
H 0.02 -0.09 0.05
H 0.00 -0.07 0.04
H -0.06 -0.08 -0.04
H -0.05 -0.06 -0.01
H -0.10 -0.04 -0.10

## Properties
Net charge ... +1
HOMO-LUMO gap ... 8.02 eV
LUMO energy ... -0.082 hartree
Highest occupied orbital energy ... -10.26 eV